A structure of composition C32H34AuClNPSi in a non-equilibrium geometry. Source: OMol25; level of theory: wB97M-V/def2-TZVPD.

Cartesian coordinates (Å):
C -0.1623 3.6624 -4.3738
H 1.9394 0.5660 1.6445
C -1.3976 5.9765 -0.0294
H -0.4460 4.6108 -3.9108
H -1.0928 6.9396 0.3705
C 3.1877 2.9870 -1.9942
C -2.7306 5.5671 0.0310
C -0.1183 3.4889 -5.7486
H 0.6134 5.4485 -0.6379
H 2.8723 -3.1970 -3.3815
C -3.1062 4.2922 -0.4079
H 2.1506 -0.3177 -0.2273
H -3.4784 6.2301 0.4562
C 0.3287 1.2634 -4.0847
C -2.2535 -3.4702 -0.2660
H -3.4825 -6.6270 -0.1890
C 1.0811 -0.0372 1.9703
C -0.8873 -3.6844 -0.6381
C -0.8232 3.8894 -1.0853
H 0.2924 2.1269 -7.3683
H -0.6336 1.4241 1.8231
C 4.5994 3.4404 -0.0829
C -2.1601 3.4280 -0.9256
H 1.2882 -4.0117 -3.2811
C -1.0441 -0.6713 2.6941
H 2.2805 -4.6530 -0.0383
C 2.2055 3.3542 0.2258
Si 1.6654 -2.5823 -1.2792
C -0.4317 5.1529 -0.5859
H 3.7403 -3.8204 -0.6274
C 2.7460 -3.6713 -0.1838
C 2.0480 3.1436 -1.1675
H 3.6005 3.6961 1.8241
N 0.0114 -2.7295 -0.7428
H -0.4225 -2.8103 3.0918
H 2.0567 -1.9889 2.4427
P 0.4422 2.9412 -1.8560
H 1.3703 -2.3135 -3.7510
C 0.2185 2.2377 -6.2897
H 3.5663 -0.9592 -1.0655
C -3.1100 -4.5026 0.0527
C -0.5628 -5.0594 -0.9255
C 4.4560 3.1436 -1.4448
H 0.4543 -5.2873 -1.2543
H -1.9419 -0.4918 3.2811
C -2.7578 -5.8252 -0.2992
C 0.4096 1.1253 -5.4617
H 2.8729 -3.2346 0.8152
H 2.2572 -0.1838 -1.9608
C 3.4813 3.5209 0.7522
H -2.5863 -2.4181 -0.2589
C 2.4656 -0.8656 -1.1282
C -0.2581 0.4272 2.0687
H -1.1914 -7.1126 -1.0741
H 5.3321 3.0123 -2.0758
H -2.3895 2.3885 -1.1853
H 5.5988 3.5661 0.3378
C -1.4808 -6.0942 -0.7997
H 0.6239 0.1462 -5.8962
H 0.3559 0.4103 -3.3980
H -4.0805 -4.3105 0.5369
H 3.0580 2.7254 -3.0401
Au -1.8072 -0.7066 0.7233
H -0.3391 4.3307 -6.4039
Cl -2.2924 -0.1387 -1.4122
C 0.1756 2.5706 -3.5445
C 1.1425 -1.3972 2.3967
C 1.8177 -3.0690 -3.0912
H -4.1521 3.9690 -0.3388
C -0.1374 -1.8080 2.7902
H 1.3349 3.3718 0.8760

Summary:
LUMO (spin up / spin down), eV: -0.53 / -2.77
Max |F|, hartree/bohr: 0.0384
DFT total energy, Ha: -2521.134653
Relative energy (zero: lowest compared OMol25 entry of this formula, charge and spin), kJ/mol: 229.3
2S+1: 3
E_HOMO (spin up / spin down), hartree: -0.215 / -0.215

Need the Löwdin charges? In units of e they are: -0.074, 0.065, -0.074, 0.113, 0.109, -0.071, -0.057, -0.070, 0.104, 0.033, -0.059, -0.009, 0.109, -0.061, -0.066, 0.098, -0.204, -0.373, -0.350, 0.110, 0.056, -0.055, -0.062, 0.021, -0.370, 0.017, -0.080, 0.421, -0.093, 0.030, -0.172, -0.346, 0.119, 0.046, 0.079, 0.074, 1.235, 0.013, -0.055, 0.040, -0.075, -0.025, -0.064, 0.090, 0.066, -0.084, -0.061, 0.011, -0.006, -0.058, -0.024, -0.168, -0.280, 0.103, 0.111, 0.019, 0.113, -0.095, 0.116, 0.094, 0.111, 0.109, 0.499, 0.110, -0.154, -0.359, -0.174, -0.175, 0.121, -0.176, 0.113